Run 1
ORCA calculation (ωB97M-V/def2-TZVPD) on C17H23BCl2N4NiO4S as an isolated structure.

Values from the calculation:
- LUMO level (alpha / beta) (Eh) = -0.0019 / -0.0027
- 2S+1 = 3
- net charge = 0
- molar mass (g mol⁻¹) = 519.87

```
53
C17H23BCl2N4NiO4S, DFT ωB97M-V/def2-TZVPD
Ni -0.42608 1.39342 -0.99435
Cl -1.94511 2.49607 -2.44191
C -1.01274 1.99397 -3.87235
Cl 0.51386 1.28238 -3.28670
H -0.79685 2.85961 -4.48535
H -1.56862 1.23512 -4.40859
N 4.54322 -2.94918 -4.76469
C 4.13933 -2.34120 -3.58746
C 3.80743 -3.11072 -2.46889
C 3.33500 -2.50994 -1.31546
C 3.20520 -1.13320 -1.26762
C 3.56235 -0.35081 -2.35715
C 4.02418 -0.94784 -3.51357
S 2.48875 -0.31288 0.13439
O 3.11581 0.97060 0.25677
O 2.48933 -1.18522 1.27114
N 0.95942 -0.01287 -0.40289
C 0.06503 -0.99445 -0.55881
N -1.16547 -0.51171 -0.93184
C -2.17318 -1.36442 -1.02486
C -2.00539 -2.71777 -0.80931
C -0.70496 -3.13551 -0.53817
N 0.31544 -2.30855 -0.41705
H 4.89043 -3.88925 -4.69061
H 5.03629 -2.37496 -5.42519
H 3.93072 -4.18681 -2.51133
H 3.05350 -3.09145 -0.44844
H 3.49757 0.72731 -2.26726
H 4.31221 -0.34451 -4.36704
H -3.13999 -0.94759 -1.28604
H -2.82849 -3.41209 -0.87851
H -0.46968 -4.18948 -0.42103
C -2.90962 3.43148 2.93515
C -2.60559 1.99622 2.51026
C -3.80158 1.10091 2.78497
O -2.36485 2.01328 1.08172
B -0.99259 2.00534 0.87174
O -0.30993 1.88259 2.04987
C -1.24343 1.47847 3.07147
C -0.81971 2.08125 4.39924
C -1.17547 -0.04705 3.13884
H -3.74225 3.80442 2.33846
H -2.04487 4.06903 2.74941
H -3.17812 3.48517 3.99103
H -4.69490 1.56657 2.36708
H -3.94749 0.96402 3.85788
H -3.67354 0.12769 2.31362
H -0.66491 3.15513 4.31329
H 0.12333 1.62990 4.70694
H -1.57187 1.88369 5.16541
H -1.50115 -0.47950 2.18996
H -1.79148 -0.44011 3.94848
H -0.13847 -0.34459 3.29533
```

In elementary charge units, the Löwdin charges are:
1 Ni 0.27
2 Cl 0.68
3 C -0.85
4 Cl 0.67
5 H 0.04
6 H 0.04
7 N 0.10
8 C -0.32
9 C -0.03
10 C -0.06
11 C -0.30
12 C -0.09
13 C -0.03
14 S 0.60
15 O -0.30
16 O -0.29
17 N -0.14
18 C -0.47
19 N 0.05
20 C -0.11
21 C -0.06
22 C -0.12
23 N 0.15
24 H 0.09
25 H 0.09
26 H 0.11
27 H 0.11
28 H 0.11
29 H 0.11
30 H 0.12
31 H 0.09
32 H 0.11
33 C -0.01
34 C -0.48
35 C -0.01
36 O 0.03
37 B -0.57
38 O 0.08
39 C -0.48
40 C -0.01
41 C 0.00
42 H 0.09
43 H 0.09
44 H 0.09
45 H 0.09
46 H 0.09
47 H 0.08
48 H 0.09
49 H 0.09
50 H 0.09
51 H 0.08
52 H 0.09
53 H 0.10



Run 2
ORCA calculation (ωB97M-V/def2-TZVPD) on C17H23BCl2N4NiO4S as an isolated structure.

Values from the calculation:
- LUMO level (alpha / beta) (Eh) = 0.0163 / -0.0021
- 2S+1 = 3
- net charge = 0
- molar mass (g mol⁻¹) = 519.87

```
53
C17H23BCl2N4NiO4S, DFT ωB97M-V/def2-TZVPD
Ni 0.73180 0.65469 0.05507
Cl -0.49832 2.76491 1.20778
C 0.74187 3.71964 0.39059
Cl 2.31130 2.86999 0.46536
H 0.85714 4.67694 0.88368
H 0.48247 3.79722 -0.65923
N 0.52459 -2.41543 7.49890
C 0.03386 -2.08296 6.24195
C -0.36240 -3.07978 5.34848
C -0.80650 -2.75156 4.08083
C -0.86210 -1.42074 3.69445
C -0.47290 -0.41807 4.57429
C -0.02607 -0.74558 5.83850
S -1.41255 -0.98604 2.08038
O -2.01519 0.32093 2.15960
O -2.16644 -2.08757 1.55568
N -0.04880 -0.74274 1.22470
C 0.83776 -1.70897 0.90105
N 1.80515 -1.17526 0.10518
C 2.74635 -1.98130 -0.35213
C 2.77492 -3.32317 -0.00854
C 1.76936 -3.75802 0.84271
N 0.80031 -2.97665 1.30388
H 0.23879 -3.31353 7.85292
H 0.46713 -1.68866 8.19316
H -0.32015 -4.11819 5.65551
H -1.11504 -3.51513 3.38088
H -0.54038 0.61691 4.26528
H 0.27454 0.03508 6.52728
H 3.49590 -1.53907 -0.99858
H 3.54114 -3.98900 -0.37320
H 1.74109 -4.79018 1.17656
C -2.17684 2.65135 -3.17360
C -0.73481 2.33853 -3.55436
C -0.19915 3.39015 -4.50679
O 0.03964 2.37109 -2.32747
B 0.11104 1.06806 -1.83237
O -0.34251 0.17052 -2.76960
C -0.53580 0.87053 -4.02195
C 0.73609 0.67396 -4.83932
C -1.72379 0.26384 -4.74277
H -2.20685 3.62129 -2.67544
H -2.56946 1.90100 -2.48666
H -2.82109 2.69779 -4.05233
H -0.38210 4.38351 -4.09530
H -0.70535 3.32505 -5.47207
H 0.87155 3.27773 -4.66416
H 1.59492 1.11873 -4.33490
H 0.64455 1.11273 -5.83381
H 0.91779 -0.39529 -4.94545
H -2.60613 0.24355 -4.10696
H -1.48813 -0.76131 -5.02823
H -1.95219 0.82848 -5.64941
```

In elementary charge units, the Löwdin charges are:
1 Ni 0.50
2 Cl 0.65
3 C -0.92
4 Cl 0.58
5 H 0.03
6 H 0.01
7 N 0.09
8 C -0.32
9 C -0.03
10 C -0.06
11 C -0.30
12 C -0.06
13 C -0.03
14 S 0.60
15 O -0.36
16 O -0.29
17 N -0.16
18 C -0.45
19 N 0.06
20 C -0.11
21 C -0.06
22 C -0.11
23 N 0.16
24 H 0.09
25 H 0.09
26 H 0.11
27 H 0.11
28 H 0.11
29 H 0.11
30 H 0.12
31 H 0.10
32 H 0.11
33 C -0.01
34 C -0.48
35 C -0.01
36 O 0.01
37 B -0.57
38 O 0.07
39 C -0.49
40 C -0.01
41 C -0.01
42 H 0.09
43 H 0.10
44 H 0.09
45 H 0.09
46 H 0.10
47 H 0.08
48 H 0.09
49 H 0.09
50 H 0.09
51 H 0.09
52 H 0.09
53 H 0.10



Which of them is most stable, and which least? Most stable: run 2; least stable: run 1.